Molecular formula: C35H58N3OP2V
Method: DFT, wB97M-V/def2-TZVPD

Last column: Mulliken charge in e.
Positions of all 100 atoms, in Å:
C -2.4376 1.6523 -1.1789  -0.35
C -1.8844 1.9916 1.0938  0.06
C -3.4664 2.5844 -1.0984  -0.85
C -2.8182 3.0562 1.1646  -1.19
C -3.6179 3.3356 0.0732  -0.90
H -4.0939 2.7375 -1.9702  0.53
H -2.9245 3.5665 2.1187  0.54
H -4.3683 4.1225 0.1240  0.44
N -1.6404 1.3974 -0.1244  1.33
P -0.3892 0.4348 -2.6107  1.20
P -0.2789 0.0083 2.4426  1.47
C -2.1906 0.8500 -2.4407  -1.28
H -2.8009 -0.0714 -2.4137  0.58
H -2.5414 1.4105 -3.3185  0.56
C 1.2997 -1.1237 0.3465  -0.01
O 2.1359 -1.8913 0.6733  -0.46
C -1.2190 1.4822 2.2325  -1.74
H -1.3906 2.0748 3.1368  0.32
C -1.5932 -1.0387 3.4180  2.13
C 1.1638 0.3798 3.6926  2.15
C -0.2634 -1.1635 -3.6406  2.24
C 0.2176 1.9615 -3.5563  2.02
C -1.2008 -2.4953 3.1740  -1.21
H -0.1877 -2.7331 3.5264  0.20
H -1.9085 -3.1626 3.6925  0.61
H -1.2446 -2.7118 2.0988  -0.39
C -1.6888 -0.7271 4.9133  -1.92
H -0.7776 -0.9577 5.4724  0.39
H -1.9768 0.3179 5.0837  0.38
H -2.4921 -1.3498 5.3385  0.51
C -2.9771 -0.7403 2.8329  -1.41
H -3.7284 -1.3688 3.3341  0.62
H -3.2604 0.3099 2.9722  0.32
H -3.0197 -0.9547 1.7568  0.02
C 1.6910 -0.9457 4.2717  -1.78
H 2.0146 -1.6219 3.4681  0.26
H 2.5706 -0.7238 4.8971  0.55
H 0.9684 -1.4713 4.9049  0.29
C 2.3281 1.0546 2.9665  -1.83
H 2.7215 0.4460 2.1449  0.23
H 2.0435 2.0319 2.5634  0.18
H 3.1472 1.2186 3.6864  0.73
C 0.7367 1.3506 4.7978  -1.83
H -0.0653 0.9770 5.4377  0.29
H 1.6069 1.5299 5.4499  0.54
H 0.4247 2.3148 4.3797  0.31
C 1.7383 1.8230 -3.7144  -1.14
H 2.1144 2.6989 -4.2651  0.52
H 2.2321 1.7976 -2.7353  -0.04
H 2.0352 0.9217 -4.2671  0.14
C -0.0857 3.2135 -2.7239  -1.78
H -1.1606 3.4274 -2.6625  0.29
H 0.3118 3.1315 -1.7074  0.17
H 0.4023 4.0775 -3.1997  0.68
C -0.4718 2.1304 -4.9258  -1.56
H -0.3205 3.1698 -5.2556  0.53
H -0.0415 1.4825 -5.6965  0.39
H -1.5553 1.9609 -4.8833  0.14
C -1.6233 -1.8591 -3.6119  -1.43
H -2.4013 -1.2957 -4.1446  0.27
H -1.5447 -2.8453 -4.0967  0.72
H -1.9419 -2.0164 -2.5782  -0.59
C 0.7731 -2.0630 -2.9414  -1.60
H 0.4565 -2.3314 -1.9238  -0.07
H 0.8854 -2.9916 -3.5232  0.62
H 1.7551 -1.5727 -2.8752  0.25
C 0.1408 -0.9703 -5.1073  -1.93
H -0.6299 -0.4343 -5.6759  0.40
H 1.1080 -0.4665 -5.2205  0.31
H 0.2398 -1.9697 -5.5631  0.52
V -0.0103 0.0875 -0.1052  -0.06
N -1.3048 -1.3362 -0.3512  0.51
C -2.1569 -2.0116 0.1099  -0.73
C -2.9779 -3.3098 0.0129  2.16
C -4.1555 -3.2593 0.9807  -1.70
C -3.5310 -3.4751 -1.4028  -1.75
C -2.0501 -4.4828 0.3395  -1.50
H -3.8144 -3.2024 2.0224  0.22
H -4.7846 -2.3866 0.7549  0.39
H -4.7711 -4.1646 0.8736  0.51
H -2.7269 -3.7165 -2.1108  0.41
H -4.2478 -4.3101 -1.4584  0.50
H -4.0600 -2.5635 -1.7184  0.32
H -2.5954 -5.4373 0.2972  0.44
H -1.2261 -4.5340 -0.3893  0.28
H -1.6226 -4.3905 1.3451  0.42
C 4.8191 4.5032 0.0150  -1.51
C 3.7184 3.4861 -0.0176  0.42
C 3.9340 2.1744 -0.4365  -0.72
C 2.8749 1.2727 -0.4827  -0.91
N 1.6223 1.6118 -0.0894  2.08
C 1.4126 2.8818 0.3507  -0.62
C 2.4244 3.8330 0.3716  -0.66
H 4.9336 4.9344 1.0196  0.35
H 5.7710 4.0461 -0.2752  0.38
H 4.6136 5.3358 -0.6731  0.33
H 4.9252 1.8408 -0.7356  0.42
H 3.0294 0.2567 -0.8509  0.10
H 0.4070 3.1297 0.7068  -0.20
H 2.1896 4.8440 0.7032  0.46

## Properties
- Net charge: +1
- Energy relative to the best compared isomer or geometry (same formula, charge and spin): 23.2 kcal/mol
- Lowest unoccupied orbital energy (spin up / spin down): -2.21 / -2.92 eV
- Max |F|: 7.7 eV Å⁻¹
- Multiplicity: 4
- HOMO (spin up / spin down): -8.8 / -8.8 eV
- Expectation value of S²: 3.7741
- Kohn-Sham gap (spin up / spin down): 6.6 / 5.9 eV

=====

Molecular formula: C35H59N9OPRuSSi2
Method: DFT, wB97M-V/def2-TZVPD

Last column: Mulliken charge in e.
Positions of all 109 atoms, in Å:
Ru 1.1767 -0.5408 -0.7273  -0.47
N 2.8720 1.3270 -4.5864  -0.53
C 2.5165 0.8609 -3.3285  0.62
S 1.5209 -0.5462 -3.3026  -0.55
N 3.0237 1.5224 -2.3394  -1.58
N 2.7160 1.0449 -1.0723  1.80
C 3.5878 1.4290 -0.1895  -1.26
C 3.5875 1.1819 1.2285  0.74
C 4.7298 1.5647 1.9447  -0.25
C 4.8499 1.3377 3.2974  -0.90
C 3.7933 0.7029 3.9594  -0.75
C 2.6480 0.3379 3.2922  -0.73
C 2.4874 0.5897 1.9054  0.15
O 1.3726 0.3297 1.3190  1.16
H 2.2304 1.0706 -5.3192  0.26
H 3.1812 2.2871 -4.5934  0.25
H 4.4284 2.0109 -0.5720  0.13
H 5.5417 2.0345 1.4009  0.35
H 5.7421 1.6297 3.8320  0.37
H 3.8782 0.4928 5.0201  0.42
H 1.8375 -0.1694 3.8000  0.39
C -0.2527 -4.9467 -1.4109  -1.23
Si -0.9762 -3.2080 -1.3612  0.09
C -2.7450 -3.3575 -0.6783  -1.10
C -1.0661 -2.5604 -3.1206  -1.13
N 0.0264 -2.2030 -0.3780  0.87
C 0.6110 -2.7686 0.7608  -0.24
C -0.0850 -3.4546 1.7452  0.07
C 0.5570 -3.9280 2.8854  -1.05
C 1.9116 -3.6985 3.0546  -0.90
C 2.6230 -3.0048 2.0812  -0.18
C 2.0023 -2.5485 0.9265  -0.21
N 2.6303 -1.8192 -0.0879  0.94
Si 4.2455 -2.2601 -0.5583  -0.17
C 4.7732 -1.4199 -2.1431  -1.08
C 5.5900 -1.8457 0.7089  -1.04
C 4.3077 -4.1269 -0.8263  -1.25
H -0.8642 -5.6147 -2.0161  0.39
H 0.7474 -4.9153 -1.8416  0.24
H -0.1704 -5.3719 -0.4127  0.32
H -3.0608 -2.4398 -0.1853  0.07
H -2.8157 -4.1661 0.0475  0.43
H -3.4591 -3.5678 -1.4742  0.44
H -1.9998 -2.8653 -3.5926  0.40
H -0.2433 -2.9627 -3.7084  0.43
H -0.9916 -1.4766 -3.1689  0.03
H -1.1484 -3.6046 1.6256  0.35
H -0.0132 -4.4515 3.6412  0.39
H 2.4181 -4.0317 3.9516  0.39
H 3.6675 -2.7881 2.2378  0.17
H 4.9582 -0.3577 -2.0107  0.29
H 4.0332 -1.5302 -2.9326  0.20
H 5.7041 -1.8827 -2.4719  0.54
H 5.4983 -0.8288 1.0830  0.20
H 6.5625 -1.9419 0.2225  0.42
H 5.5914 -2.5133 1.5678  0.40
H 3.7198 -4.4080 -1.6997  0.27
H 3.9122 -4.6705 0.0295  0.35
H 5.3355 -4.4521 -0.9899  0.36
N -0.3076 0.6299 -0.9371  -0.12
P -1.4997 1.2804 -0.1856  -0.65
N -1.7285 1.1836 1.4640  0.94
C -1.7462 -0.1663 2.0321  1.23
C -2.5488 -0.1890 3.3238  -0.96
C -2.0025 0.8355 4.3121  -0.73
C -1.9320 2.2109 3.6602  -1.01
C -1.1198 2.1500 2.3742  0.16
N -2.9611 0.6725 -0.7241  0.67
C -4.1685 0.4824 0.0538  -0.21
C -5.3964 1.0671 -0.6458  -0.79
C -5.5163 0.5567 -2.0773  -0.77
C -4.2130 0.7987 -2.8274  -0.99
C -3.0474 0.1636 -2.0776  -0.25
N -1.5011 2.9241 -0.4749  0.69
C -2.7263 3.6828 -0.2922  -0.10
C -2.4470 5.1711 -0.4286  -1.14
C -1.9351 5.4984 -1.8337  -0.58
C -0.9945 4.3947 -2.3523  -0.91
C -0.4217 3.5809 -1.2000  0.08
H -0.7195 -0.4875 2.2197  -0.68
H -2.1649 -0.8562 1.2954  -0.73
H -2.5017 -1.1950 3.7482  0.42
H -3.6017 0.0293 3.1108  0.31
H -0.9951 0.5345 4.6143  0.17
H -2.6144 0.8646 5.2183  0.49
H -1.4818 2.9386 4.3400  0.43
H -2.9452 2.5582 3.4292  0.27
H -0.0939 1.8498 2.5906  -0.45
H -1.0845 3.1236 1.8848  0.39
H -4.0318 0.9423 1.0331  -0.05
H -4.3342 -0.5950 0.2171  0.42
H -5.3188 2.1585 -0.6529  0.25
H -6.2883 0.8097 -0.0684  0.40
H -6.3595 1.0289 -2.5873  0.45
H -5.7172 -0.5193 -2.0590  0.27
H -4.0332 1.8740 -2.9182  0.24
H -4.2629 0.3886 -3.8379  0.40
H -2.0970 0.3512 -2.5779  0.25
H -3.1885 -0.9270 -2.0481  -0.09
H -3.1502 3.4605 0.6946  0.38
H -3.4845 3.3873 -1.0340  -0.27
H -1.7044 5.4573 0.3210  0.32
H -3.3542 5.7384 -0.2071  0.43
H -1.4206 6.4616 -1.8170  0.39
H -2.7847 5.6119 -2.5123  0.30
H -0.1834 4.8236 -2.9432  0.47
H -1.5376 3.7110 -3.0085  0.22
H 0.1499 4.2350 -0.5270  0.30
H 0.2610 2.8077 -1.5506  -0.40

## Properties
- Net charge: -1
- Energy relative to the best compared isomer or geometry (same formula, charge and spin): 0.0 kcal/mol
- Lowest unoccupied orbital energy (spin up / spin down): 2.50 / 2.21 eV
- Max |F|: 0.9 eV Å⁻¹
- Multiplicity: 5
- HOMO (spin up / spin down): -3.8 / -4.1 eV
- Expectation value of S²: 6.0210
- Kohn-Sham gap (spin up / spin down): 6.3 / 6.3 eV

=====

Molecular formula: C35H62N4O5PS
Method: DFT, wB97M-V/def2-TZVPD

Last column: Mulliken charge in e.
Positions of all 108 atoms, in Å:
C 4.8786 -0.8309 1.1337  -0.70
O 4.2737 -0.0595 0.1073  -0.22
C 4.1813 1.3206 0.3701  -0.29
C 3.8045 2.0248 -0.9106  -1.21
C 2.4835 1.5156 -1.4936  1.54
C 1.5427 2.6109 -1.9902  -0.89
C 0.4750 2.0705 -2.9386  -1.17
C -0.3340 0.8961 -2.3577  0.69
C -1.8358 1.1358 -2.3419  -1.11
C -2.6305 0.0293 -1.6086  -0.49
C -3.6770 0.5189 -0.5822  -1.87
C -3.4918 0.3150 0.9499  -1.92
C -2.2229 -0.2889 1.5754  2.82
C -1.9462 -1.7463 1.0941  -1.56
C -3.1698 -2.5164 0.6079  -0.63
C -2.8029 -3.9756 0.2735  -0.96
O -3.3946 -4.3803 -0.9405  -0.41
C -2.4782 -4.5613 -1.9959  -0.62
C -2.4415 -0.3036 3.1065  -2.96
N -1.3025 0.0914 3.9195  1.05
C -1.6043 -0.1477 5.3331  -1.39
C -1.8642 1.1061 6.1431  0.81
C -2.2596 0.8589 7.5760  -1.52
N -1.7669 2.2503 5.6179  -0.46
C -0.0658 -0.4906 3.4115  -0.15
P 1.3927 -0.2859 4.5457  0.61
O 2.6340 0.0492 3.5613  -0.37
O 1.1203 1.1020 5.2988  -0.46
S 1.6950 -1.8172 5.6377  -0.37
C 0.2515 0.1413 2.0517  -0.65
O 0.9892 -0.7872 1.3186  -0.73
N -0.9819 0.5238 1.2408  2.49
C -1.1663 2.0325 1.1617  -1.59
N -1.6777 2.5706 2.3765  -0.03
H 5.0945 -0.2357 2.0225  0.34
H 5.8150 -1.2555 0.7706  0.10
H 4.2202 -1.6499 1.4203  0.27
H 5.1259 1.7149 0.7587  0.65
H 3.4063 1.4960 1.1388  0.07
H 3.7229 3.0931 -0.6961  0.41
H 4.5974 1.8851 -1.6439  0.31
H 1.9660 0.9646 -0.6978  -1.22
H 2.6543 0.7852 -2.2844  0.46
H 2.1124 3.3884 -2.4989  0.49
H 1.0576 3.0719 -1.1228  0.17
H 0.9776 1.7410 -3.8493  0.44
H -0.1963 2.8773 -3.2378  0.42
H -0.1391 0.0043 -2.9541  0.44
H 0.0401 0.6823 -1.3515  -0.49
H -2.0653 2.1229 -1.9329  0.33
H -2.1663 1.1777 -3.3801  0.31
H -1.9248 -0.6915 -1.1907  0.27
H -3.1691 -0.5325 -2.3694  0.83
H -3.8309 1.5846 -0.7609  0.75
H -4.6274 0.0562 -0.8389  0.33
H -3.6644 1.2671 1.4468  0.76
H -4.2978 -0.3235 1.3051  0.76
H -1.5003 -2.3179 1.9078  0.83
H -1.1944 -1.7570 0.3027  0.41
H -3.9257 -2.5276 1.3951  0.39
H -3.5995 -2.0801 -0.2915  0.26
H -1.7141 -4.0882 0.2198  0.51
H -3.1457 -4.6411 1.0673  0.34
H -1.9872 -3.6202 -2.2740  0.18
H -3.0330 -4.9235 -2.8570  0.29
H -1.7105 -5.2983 -1.7440  0.33
H -3.2522 0.3814 3.3587  0.42
H -2.7921 -1.3147 3.3629  0.76
H -2.5223 -0.7386 5.4245  0.59
H -0.8281 -0.7479 5.8130  0.35
H -1.3949 0.9476 8.2334  0.29
H -2.7085 -0.1221 7.7230  0.38
H -2.9900 1.6060 7.8837  0.45
H -2.0053 2.9650 6.3062  0.26
H -0.1014 -1.5808 3.2777  0.00
H 2.8873 0.9803 3.5272  0.28
H 1.9102 1.6458 5.4219  0.35
H 0.8317 1.0520 2.1936  0.65
H 1.6726 -0.3578 0.7817  -0.03
H -0.7283 0.2412 0.2908  -1.38
H -0.1824 2.4304 0.9163  0.42
H -1.8074 2.2326 0.3124  0.64
H -1.0690 3.2416 2.8206  0.30
H -2.5796 3.0073 2.2522  0.25
C 8.0173 -3.0374 -1.1728  -0.43
C 6.7949 -2.9131 -1.8185  -0.20
C 6.3191 -3.9487 -2.6105  -0.52
C 7.0647 -5.1103 -2.7540  -0.33
C 8.2862 -5.2353 -2.1068  -0.41
C 8.7633 -4.1987 -1.3172  -0.38
H 8.3916 -2.2280 -0.5584  0.37
H 6.2122 -2.0063 -1.7064  0.46
H 5.3679 -3.8501 -3.1179  0.35
H 6.6947 -5.9184 -3.3714  0.36
H 8.8674 -6.1411 -2.2191  0.36
H 9.7178 -4.2951 -0.8164  0.36
C -4.3417 4.4084 -6.9966  -0.40
C -3.9950 4.6024 -5.6669  -0.51
C -4.0155 3.5323 -4.7835  -0.24
C -4.3794 2.2699 -5.2313  -0.11
C -4.7250 2.0750 -6.5610  -0.54
C -4.7074 3.1461 -7.4431  -0.38
H -4.3288 5.2425 -7.6857  0.36
H -3.7122 5.5877 -5.3197  0.37
H -3.7517 3.6847 -3.7436  0.34
H -4.3978 1.4342 -4.5416  0.39
H -5.0085 1.0905 -6.9095  0.37
H -4.9801 2.9972 -8.4796  0.37

## Properties
- Net charge: +1
- Lowest unoccupied orbital energy: -2.52 eV
- Max |F|: 0.8 eV Å⁻¹
- Multiplicity: 1
- HOMO: -10.8 eV
- Kohn-Sham gap: 8.3 eV

=====

Molecular formula: C35H63BGeN7O5SeSn
Method: DFT, wB97M-V/def2-TZVPD

Last column: Mulliken charge in e.
Positions of all 114 atoms, in Å:
Sn -0.1503 0.5856 0.4167  2.99
O -0.0510 3.1889 1.1081  -0.59
C 0.1542 3.5134 2.4912  -0.90
C 1.1857 2.6431 3.1799  -0.97
N 0.8127 1.2415 3.2616  0.75
C -0.3483 0.9847 4.1059  -1.30
C -1.5956 0.5387 3.3340  0.53
O -2.7015 0.8004 3.8003  -0.79
O -1.3530 -0.1351 2.2581  -0.71
C 1.9460 0.3586 3.4747  -1.08
C 2.5459 -0.2150 2.1840  0.55
O 3.6175 -0.8036 2.2590  -0.83
O 1.8473 -0.0338 1.1178  -0.67
H 0.7841 3.2510 0.6199  0.05
H -0.8160 3.4004 2.9754  0.51
H 0.4484 4.5630 2.5719  0.44
H 1.3620 3.0653 4.1851  0.34
H 2.1248 2.7228 2.6270  0.47
H -0.6079 1.8471 4.7260  0.23
H -0.1365 0.1540 4.7815  0.72
H 1.6141 -0.5121 4.0375  0.51
H 2.7531 0.8268 4.0482  0.32
C 2.0770 2.2448 -5.2415  -1.34
C 2.1911 2.3968 -3.7567  0.31
C 3.2771 2.9007 -3.0892  -0.87
C 2.9572 2.8062 -1.7268  -0.73
N 1.7468 2.2627 -1.5700  0.50
N 1.2752 2.0098 -2.8342  0.15
B -0.1039 1.4002 -3.2761  -1.17
N -0.1829 -0.1523 -3.0971  0.12
N -0.1947 -0.8237 -1.9035  1.07
C -0.2405 -2.1202 -2.1930  -1.45
C -0.2878 -2.3033 -3.5811  -0.65
C -0.2516 -1.0367 -4.1188  0.46
C -0.3163 -0.6902 -5.5732  -1.27
C -0.3274 -3.1844 -1.1233  3.33
C -1.6052 -2.9455 -0.2982  -0.93
C 0.9185 -3.1489 -0.2283  -0.73
C -0.4169 -4.5627 -1.7745  -2.42
N -1.3598 2.1270 -2.7432  0.09
N -1.7853 2.1735 -1.4486  0.93
C -2.9189 2.8657 -1.4533  -0.30
C -3.2240 3.2993 -2.7581  -1.48
C -2.2207 2.8033 -3.5473  0.71
C -2.0839 2.9608 -5.0295  -1.40
C -3.7531 3.1670 -0.2308  2.90
C -5.2079 2.7731 -0.5089  -1.91
C -3.6775 4.6746 0.0509  -1.94
C -3.2648 2.3979 0.9874  -1.64
C 3.8753 3.2504 -0.5967  3.01
C 5.2435 3.6322 -1.1733  -2.46
C 4.0792 2.1118 0.4065  -1.03
C 3.3284 4.5048 0.1091  -1.61
H 2.9643 2.6824 -5.6995  0.41
H 1.1961 2.7396 -5.6507  0.16
H 2.0334 1.1951 -5.5307  0.09
H 4.1689 3.2968 -3.5470  0.51
H -0.1350 1.5747 -4.4534  -0.37
H -0.3393 -3.2318 -4.1280  0.58
H -0.4223 -1.6124 -6.1443  0.41
H 0.5786 -0.1777 -5.9208  0.11
H -1.1674 -0.0486 -5.7998  0.10
H -1.5601 -2.0048 0.2513  0.20
H -1.7402 -3.7423 0.4362  -0.32
H -2.4800 -2.9148 -0.9535  0.42
H 1.0741 -2.1799 0.2415  -0.18
H 1.8152 -3.3741 -0.8134  0.44
H 0.8275 -3.8873 0.5726  -0.23
H -1.3090 -4.6580 -2.4003  0.45
H -0.4665 -5.3277 -0.9936  0.27
H 0.4644 -4.7656 -2.3895  0.48
H -4.0739 3.8813 -3.0837  0.45
H -2.9153 3.5642 -5.3926  0.36
H -2.1097 2.0007 -5.5451  0.14
H -1.1524 3.4581 -5.3052  0.21
H -5.6331 3.3468 -1.3367  0.36
H -5.8166 2.9523 0.3825  0.43
H -5.2731 1.7114 -0.7588  0.37
H -4.0271 5.2588 -0.8045  0.40
H -2.6457 4.9654 0.2648  0.31
H -4.2953 4.9260 0.9194  0.45
H -3.3413 1.3184 0.8419  0.26
H -3.8632 2.6497 1.8646  0.53
H -2.2254 2.6345 1.2009  -0.23
H 5.6778 2.8061 -1.7393  0.48
H 5.9200 3.8714 -0.3486  0.47
H 5.1798 4.5086 -1.8249  0.42
H 4.7234 1.3357 -0.0139  0.43
H 3.1407 1.6248 0.6653  -0.51
H 4.5545 2.4852 1.3205  0.38
H 4.1344 5.0007 0.6575  0.48
H 2.5504 4.2765 0.8358  0.22
H 2.9166 5.2133 -0.6132  0.32
C 1.6385 -6.4623 2.1185  -1.20
Ge 0.1109 -6.1440 3.2976  0.57
C -1.5379 -6.4051 2.2825  -1.11
C 0.1104 -7.4766 4.7396  -1.31
C 0.2804 -4.4252 4.2100  -1.08
Se -0.3112 -2.7754 3.3395  0.13
C -2.2185 -3.1009 3.4689  -1.04
H 1.9497 -7.5072 2.1808  0.41
H 2.4808 -5.8287 2.4028  0.39
H 1.3817 -6.2383 1.0817  0.33
H -1.5777 -7.4441 1.9435  0.41
H -1.5724 -5.7543 1.4069  0.17
H -2.4161 -6.2084 2.9003  0.35
H 0.0921 -8.4965 4.3475  0.37
H -0.7709 -7.3313 5.3694  0.37
H 0.9992 -7.3602 5.3647  0.36
H 1.3489 -4.2690 4.3829  0.44
H -0.1957 -4.4964 5.1908  0.44
H -2.5067 -3.9548 2.8615  0.24
H -2.6956 -2.1949 3.0953  0.20
H -2.5000 -3.2606 4.5084  0.44

## Properties
- Net charge: -1
- Energy relative to the best compared isomer or geometry (same formula, charge and spin): 0.0 kcal/mol
- Lowest unoccupied orbital energy: 2.36 eV
- Max |F|: 0.7 eV Å⁻¹
- Multiplicity: 1
- HOMO: -5.5 eV
- Kohn-Sham gap: 7.8 eV